(1)
C3H2FLaO2 | ωB97M-V with the def2-TZVPD basis set

Structure (XYZ):
```
9
Properties=species:S:1:pos:R:3:mulliken_charge:R:1
F 0.66 1.63 -0.77 -0.593
O -0.41 -1.45 -0.22 -0.321
O -2.37 -0.46 -0.92 -0.526
C 0.46 -0.54 0.55 -0.819
C -0.43 0.58 0.36 0.385
C -1.33 -0.43 -0.33 0.554
H 0.95 -0.89 1.46 0.330
H -0.83 1.26 1.12 0.253
La 3.31 0.30 -1.25 0.738
```

Computed properties:
**Kohn-Sham gap (alpha / beta)**: 5.37 / 5.21 eV
**Maximum force**: 3.10 eV Å⁻¹
**Relative energy (zero: lowest compared OMol25 entry of this formula, charge and spin)**: 78.8 kJ/mol
**Calculated total energy**: -397.17837 Ha
**Lowest unoccupied orbital energy (alpha / beta)**: -0.045 / -0.047 Eh

(2)
C6H6BrIN3S | ωB97M-V with the def2-TZVPD basis set

Structure (XYZ):
```
18
Properties=species:S:1:pos:R:3:mulliken_charge:R:1
C -1.10 1.97 1.37 -0.241
C -0.02 1.20 1.71 -0.217
C -0.89 0.42 -0.15 -0.159
C -1.03 -0.93 -1.63 0.448
C 1.04 -0.84 0.60 -0.542
C 1.30 -1.13 -0.88 -0.605
N 0.08 0.23 0.74 0.232
N -1.62 1.46 0.22 0.052
N 0.15 -1.52 -1.62 -0.131
S -2.41 -1.06 -2.38 -0.217
Br 2.14 0.54 -1.70 -0.082
I 1.27 1.35 3.33 0.242
H -1.51 2.83 1.87 0.440
H 0.66 -1.75 1.09 0.260
H 1.97 -0.55 1.09 0.450
H 2.07 -1.90 -0.97 0.553
H -2.42 1.82 -0.28 0.234
H 0.32 -2.14 -2.41 0.283
```

Computed properties:
**Total charge**: +1
**Kohn-Sham gap**: 9.04 eV
**Maximum force**: 4.09 eV Å⁻¹
**Calculated total energy**: -3666.12160 Ha
**Lowest unoccupied orbital energy**: -0.143 Eh

(3)
C9H20N3 | ωB97M-V with the def2-TZVPD basis set

Structure (XYZ):
```
32
Properties=species:S:1:pos:R:3:mulliken_charge:R:1
C -2.83 1.59 1.04 -0.288
C 1.86 -1.70 0.23 -0.935
C 2.51 -0.40 0.84 -0.793
C 0.34 -1.64 0.34 -0.716
C 0.48 0.74 0.03 -0.962
C 2.06 0.65 -0.12 -0.333
C -2.11 0.28 -1.72 -1.606
C -2.38 -1.65 -0.15 -1.628
C -1.55 -0.43 -0.52 1.027
N -2.00 0.68 1.18 -0.494
N -0.11 -0.49 -0.37 0.402
N 2.72 2.02 0.21 -0.132
H -3.12 2.14 1.96 0.289
H -3.21 1.92 0.10 0.188
H 2.18 -1.66 -0.84 0.391
H 2.28 -2.61 0.83 0.356
H 2.20 -0.16 1.84 0.381
H 3.69 -0.36 0.72 0.462
H 0.15 -2.56 -0.24 0.373
H 0.10 -1.66 1.34 0.455
H 0.23 1.06 1.00 0.543
H 0.08 1.51 -0.71 0.257
H 2.27 0.41 -1.23 0.290
H -1.58 1.22 -2.01 0.366
H -1.74 -0.33 -2.70 0.279
H -3.11 0.62 -1.73 0.513
H -2.46 -1.92 0.87 0.447
H -1.92 -2.51 -0.65 0.380
H -3.44 -1.59 -0.50 0.372
H 2.25 2.57 0.91 0.352
H 2.59 2.50 -0.66 0.398
H 3.59 1.78 0.70 0.366
```

Computed properties:
**Total charge**: +1
**Kohn-Sham gap**: 7.21 eV
**Maximum force**: 4.91 eV Å⁻¹
**Relative energy (zero: lowest compared OMol25 entry of this formula, charge and spin)**: 357.8 kJ/mol
**Calculated total energy**: -518.79806 Ha
**Lowest unoccupied orbital energy**: -0.128 Eh

(4)
C3H8NO2S | ωB97M-V with the def2-TZVPD basis set

Structure (XYZ):
```
15
Properties=species:S:1:pos:R:3:mulliken_charge:R:1
C 2.82 -0.22 -0.99 -1.035
C 1.72 0.07 -0.01 0.289
C -3.11 0.24 -0.38 0.663
N 0.91 -0.84 0.37 -0.190
O -3.73 1.16 -1.08 -0.479
O -1.94 0.05 -0.26 -0.514
S -4.34 -0.76 0.39 -0.225
H 2.26 -0.26 -1.93 0.339
H 3.50 0.61 -1.11 0.334
H 1.39 1.13 0.09 0.338
H 0.01 -0.71 0.77 0.281
H 1.06 -1.80 -0.01 0.279
H -2.96 1.77 -1.55 0.350
H 3.40 -1.09 -0.66 0.378
H -5.47 -0.14 -0.09 0.193
```

Computed properties:
**Total charge**: +1
**Kohn-Sham gap**: 8.10 eV
**Maximum force**: 5.22 eV Å⁻¹
**Relative energy (zero: lowest compared OMol25 entry of this formula, charge and spin)**: 80.7 kJ/mol
**Calculated total energy**: -722.27058 Ha
**Lowest unoccupied orbital energy**: -0.182 Eh

(5)
C5H14N2O | ωB97M-V with the def2-TZVPD basis set

Structure (XYZ):
```
22
Properties=species:S:1:pos:R:3:mulliken_charge:R:1
C -1.08 -0.80 -0.23 0.932
C 1.04 1.68 -0.23 -0.359
C 0.97 -0.80 -0.79 -1.306
C -1.71 -1.91 -1.03 -1.483
C 1.55 1.81 1.18 -0.996
N -1.09 1.56 -0.08 -0.598
N -1.05 -0.98 1.15 -0.479
O -1.49 0.39 -0.69 -0.141
H -1.14 1.37 0.93 0.234
H -0.44 -0.34 1.64 0.121
H -1.25 -1.92 1.47 0.208
H 0.68 2.61 -0.65 0.327
H 1.78 1.32 -0.92 0.382
H -2.76 -2.01 -0.77 0.421
H 0.77 -1.87 -0.86 0.419
H 1.78 -0.71 -0.07 0.378
H 1.15 -0.44 -1.79 0.255
H -1.63 -1.69 -2.09 0.327
H -1.20 -2.86 -0.82 0.445
H 2.41 2.50 1.19 0.340
H 0.81 2.24 1.86 0.331
H 1.90 0.86 1.59 0.242
```

Computed properties:
**Kohn-Sham gap**: 8.99 eV
**Maximum force**: 2.98 eV Å⁻¹
**Relative energy (zero: lowest compared OMol25 entry of this formula, charge and spin)**: 767.6 kJ/mol
**Calculated total energy**: -383.40835 Ha
**Lowest unoccupied orbital energy**: 0.034 Eh

(6)
C6H15NO | ωB97M-V with the def2-TZVPD basis set

Structure (XYZ):
```
23
Properties=species:S:1:pos:R:3:mulliken_charge:R:1
C -0.62 0.06 1.84 -1.192
C 0.09 1.23 1.18 0.343
C 1.50 0.63 0.48 -0.813
C 1.05 -0.29 -0.62 -0.505
C 0.41 0.13 -1.71 0.504
C -0.35 -0.67 -2.66 -1.677
N 0.18 2.32 2.06 -0.300
H -0.38 -0.13 2.91 0.372
H -1.70 0.30 1.87 0.361
H -0.63 -0.82 1.17 0.332
H -0.48 1.57 0.29 0.259
H 2.05 0.14 1.28 0.336
H 2.09 1.44 0.02 0.376
H 1.11 -1.33 -0.32 0.497
H 0.31 1.23 -1.78 0.401
H -0.26 -0.48 -3.74 0.410
H -0.04 -1.73 -2.61 0.487
H -1.46 -0.56 -2.41 0.288
H 0.29 2.20 3.06 0.293
H 0.77 3.06 1.71 0.286
H -1.76 -3.36 -0.47 0.300
H -1.12 -2.25 -1.19 0.229
O -1.04 -2.72 -0.35 -0.587
```

Computed properties:
**Total charge**: +1
**Kohn-Sham gap (alpha / beta)**: 11.23 / 5.51 eV
**Maximum force**: 2.20 eV Å⁻¹
**Relative energy (zero: lowest compared OMol25 entry of this formula, charge and spin)**: 175.8 kJ/mol
**Calculated total energy**: -367.25131 Ha
**Multiplicity**: 2
**<S²>**: 0.77
**Lowest unoccupied orbital energy (alpha / beta)**: -0.101 / -0.295 Eh

(7)
ClTi | ωB97M-V with the def2-TZVPD basis set

Structure (XYZ):
```
2
Properties=species:S:1:pos:R:3:mulliken_charge:R:1
Ti 1.22 -0.40 -0.21 0.577
Cl -1.22 0.40 0.21 -0.577
```

Computed properties:
**Kohn-Sham gap (alpha / beta)**: 6.52 / 8.86 eV
**Maximum force**: 2.10 eV Å⁻¹
**Relative energy (zero: lowest compared OMol25 entry of this formula, charge and spin)**: 38.7 kJ/mol
**Calculated total energy**: -1309.55694 Ha
**Multiplicity**: 4
**<S²>**: 3.75
**Lowest unoccupied orbital energy (alpha / beta)**: -0.039 / -0.030 Eh

(8)
CH7N4OS | ωB97M-V with the def2-TZVPD basis set

Structure (XYZ):
```
14
Properties=species:S:1:pos:R:3:mulliken_charge:R:1
C -0.52 -0.43 -0.47 0.689
N 0.51 0.09 0.28 0.137
N -1.68 -0.67 0.13 -0.354
N -0.41 -0.45 -1.81 -0.349
N 1.54 0.63 -0.52 -0.645
O -0.13 0.48 2.81 -0.455
S 0.58 -0.44 1.98 0.386
H -1.89 -0.29 0.99 0.167
H -2.50 -0.89 -0.24 0.173
H 0.17 0.24 -2.18 0.285
H -1.28 -0.64 -2.29 0.247
H 1.30 1.59 -0.79 0.266
H 2.37 0.65 0.06 0.265
H 1.95 0.14 2.05 0.187
```

Computed properties:
**Total charge**: +1
**Kohn-Sham gap**: 10.73 eV
**Maximum force**: 5.09 eV Å⁻¹
**Relative energy (zero: lowest compared OMol25 entry of this formula, charge and spin)**: 26.4 kJ/mol
**Calculated total energy**: -734.42475 Ha
**Lowest unoccupied orbital energy**: -0.136 Eh

What did the first record say?
C3H2FLaO2 | ωB97M-V with the def2-TZVPD basis set

Structure (XYZ):
```
9
Properties=species:S:1:pos:R:3:mulliken_charge:R:1
F 0.66 1.63 -0.77 -0.593
O -0.41 -1.45 -0.22 -0.321
O -2.37 -0.46 -0.92 -0.526
C 0.46 -0.54 0.55 -0.819
C -0.43 0.58 0.36 0.385
C -1.33 -0.43 -0.33 0.554
H 0.95 -0.89 1.46 0.330
H -0.83 1.26 1.12 0.253
La 3.31 0.30 -1.25 0.738
```

Computed properties:
**Kohn-Sham gap (alpha / beta)**: 5.37 / 5.21 eV
**Maximum force**: 3.10 eV Å⁻¹
**Relative energy (zero: lowest compared OMol25 entry of this formula, charge and spin)**: 78.8 kJ/mol
**Calculated total energy**: -397.17837 Ha
**Lowest unoccupied orbital energy (alpha / beta)**: -0.045 / -0.047 Eh

Which value of maximum force does entry 4 give? 5.22 eV Å⁻¹